Entry 1:
A cluster of 10 separate species, C40H68F12O14 in total. Source: the Open Molecules 2025 dataset; level of theory: ωB97M-V/def2-TZVPD.

Computed properties:
Strongest force on any atom (eV/A): 3.4
Molecular weight (g mol⁻¹): 1000.95
Frontier orbital gap (hartree): 0.3634
Energy (a.u.): -3816.6146

The geometry in ORCA input format:
```
! wB97M-V def2-TZVPD RIJCOSX def2/J DEFGRID3
* xyz 0 1
C -0.923 4.352 -5.613
C -1.461 3.390 -4.524
O -1.388 4.018 -3.253
C -2.343 4.981 -3.051
O -3.200 5.361 -3.777
C -2.048 5.652 -1.704
F -2.860 6.675 -1.487
F -2.160 4.729 -0.699
F -0.828 6.119 -1.675
H -0.918 3.741 -6.495
H 0.061 4.654 -5.263
H -1.593 5.194 -5.728
H -0.827 2.497 -4.443
H -2.476 3.107 -4.742
C -1.720 -3.578 -0.815
C -2.404 -4.942 -1.050
O -1.342 -5.954 -1.048
C -1.816 -7.158 -1.540
O -2.901 -7.396 -1.913
C -0.759 -8.218 -1.469
F 0.332 -7.822 -0.824
F -1.276 -9.261 -0.878
F -0.387 -8.514 -2.729
H -2.433 -2.761 -0.764
H -1.043 -3.420 -1.654
H -1.142 -3.574 0.107
H -3.014 -4.935 -1.977
H -3.125 -5.173 -0.241
C 4.751 -3.366 6.569
C 4.860 -1.866 6.357
O 4.948 -1.528 4.957
C 3.728 -1.393 4.337
O 2.681 -1.365 4.895
C 3.839 -1.098 2.857
F 3.193 -2.030 2.179
F 3.379 0.103 2.562
F 5.117 -1.089 2.496
H 3.768 -3.713 6.273
H 4.917 -3.709 7.604
H 5.455 -3.840 5.913
H 5.783 -1.518 6.815
H 3.945 -1.470 6.786
C 1.986 1.683 5.901
C 0.574 1.602 5.376
O 0.306 2.722 4.565
C -0.986 2.774 4.146
O -1.895 2.051 4.423
C -1.195 4.037 3.279
F -2.091 4.778 3.950
F -0.103 4.772 3.109
F -1.709 3.759 2.086
H 2.135 0.799 6.540
H 2.107 2.547 6.538
H 2.713 1.656 5.126
H -0.003 1.625 6.297
H 0.376 0.680 4.836
C 3.297 -4.189 -1.811
C 3.257 -2.774 -2.355
C 2.264 -2.123 -1.364
O 1.586 -3.198 -0.647
C 1.893 -4.435 -1.233
H 4.074 -4.201 -1.038
H 3.532 -4.998 -2.516
H 2.836 -2.757 -3.373
H 4.233 -2.290 -2.310
H 1.518 -1.494 -1.874
H 2.819 -1.547 -0.606
H 1.149 -4.683 -2.021
H 1.970 -5.175 -0.459
C 4.216 4.940 0.397
C 3.053 4.042 0.861
C 2.888 3.225 -0.429
O 4.251 2.950 -0.816
C 5.139 3.949 -0.322
H 4.673 5.422 1.246
H 3.927 5.661 -0.361
H 2.166 4.592 1.125
H 3.437 3.421 1.669
H 2.323 3.850 -1.165
H 2.415 2.250 -0.261
H 5.747 4.452 -1.074
H 5.767 3.446 0.410
C -5.041 -1.095 3.148
C -3.947 -2.131 3.391
C -4.002 -2.944 2.095
O -4.358 -2.063 1.046
C -5.004 -0.899 1.650
H -4.784 -0.125 3.634
H -6.066 -1.363 3.451
H -4.074 -2.777 4.296
H -3.055 -1.526 3.417
H -4.776 -3.689 2.339
H -3.111 -3.539 1.838
H -5.969 -0.778 1.198
H -4.406 -0.047 1.349
C -5.629 0.463 -2.752
C -4.405 -0.490 -2.730
C -3.238 0.372 -3.260
O -3.539 1.651 -2.665
C -4.965 1.806 -2.453
H -6.338 0.150 -1.948
H -6.152 0.503 -3.709
H -4.568 -1.452 -3.192
H -4.180 -0.580 -1.673
H -3.165 0.457 -4.361
H -2.270 0.059 -2.878
H -5.385 2.550 -3.133
H -5.176 2.146 -1.427
C 3.004 1.478 -3.705
C 1.511 1.431 -3.111
C 0.801 0.423 -3.986
O 1.839 -0.436 -4.416
C 2.990 0.340 -4.746
H 3.775 1.433 -2.944
H 3.244 2.435 -4.174
H 1.075 2.437 -3.089
H 1.585 1.095 -2.069
H 0.330 0.903 -4.870
H 0.023 -0.165 -3.496
H 2.831 0.728 -5.721
H 3.854 -0.323 -4.811
C -1.155 -0.245 1.238
C -1.425 0.046 -0.214
C -0.872 1.452 -0.330
O 0.326 1.475 0.510
C 0.252 0.447 1.454
H -1.041 -1.270 1.569
H -1.925 0.215 1.895
H -2.494 0.032 -0.434
H -0.925 -0.731 -0.822
H -1.596 2.127 0.102
H -0.676 1.813 -1.340
H 0.280 0.807 2.491
H 0.972 -0.308 1.149
*
```

***

Entry 2:
A structure of composition C10H15B2F4MgN4O5S2. Source: the Open Molecules 2025 dataset; level of theory: ωB97M-V/def2-TZVPD.

Computed properties:
Strongest force on any atom (eV/A): 0.6
Molecular weight (g mol⁻¹): 457.31
Frontier orbital gap (hartree): 0.2927
Energy (a.u.): -2430.9602

The geometry in ORCA input format:
```
! wB97M-V def2-TZVPD RIJCOSX def2/J DEFGRID3
* xyz 1 1
Mg -0.464 0.075 1.342
C -0.897 3.632 -1.254
C -1.010 2.308 -0.593
N -0.064 1.469 -0.370
O 1.215 1.886 -0.791
B 2.502 0.565 1.494
F 1.383 1.055 2.071
F 3.606 1.246 1.575
O 2.485 -0.679 0.919
N 1.175 -1.173 0.927
C 0.994 -2.423 0.741
C 2.048 -3.428 0.465
C -0.455 -2.841 0.890
N -1.187 -1.844 1.195
O -2.470 -1.986 1.545
B -2.936 -0.717 2.231
F -1.738 -0.185 2.912
F -3.942 -1.000 3.058
O -3.343 0.352 1.273
N -2.248 0.918 0.747
C -2.357 1.859 -0.103
C -3.638 2.451 -0.567
C -0.910 -4.255 0.819
H 0.140 3.926 -1.392
H -1.395 3.593 -2.224
H -1.420 4.378 -0.654
H 3.041 -2.993 0.522
H 1.963 -4.251 1.176
H 1.893 -3.848 -0.531
H -4.404 1.679 -0.597
H -3.972 3.218 0.136
H -3.537 2.905 -1.549
H -0.208 -4.878 0.272
H -1.026 -4.661 1.826
H -1.884 -4.298 0.335
C 4.011 1.161 -2.020
O 2.793 1.837 -2.368
C 1.618 1.281 -2.025
S 0.392 1.109 -3.322
S 1.282 -0.468 -2.250
H 4.781 1.599 -2.648
H 3.927 0.096 -2.238
H 4.259 1.328 -0.974
*
```